# 1
36
Properties=species:S:1:pos:R:3:forces:R:3:nbo_charge:R:1 method="wB97M-V/def2-TZVPD" charge=0 relative_energy_kcal_mol=208.9 gap_ev=7.266 e_homo_ev=-8.2 lumo_energy_ev=-0.90
H 0.2974 0.6949 -0.0602 0.1 -0.2 0.2 0.47
H -1.2054 0.9089 0.0164 0.0 0.1 0.1 0.47
H 4.8043 0.0820 0.2717 0.0 0.1 0.1 0.47
H 3.8036 1.2157 0.1190 0.2 0.0 0.0 0.46
H -3.7545 -1.8385 -1.1674 0.0 0.1 0.2 0.48
H -3.1445 -0.7106 -1.9835 -0.1 0.0 0.0 0.45
H -1.4791 0.1777 2.6469 0.1 0.1 0.2 0.45
H -2.0910 0.0464 4.0320 -0.1 0.0 -0.1 0.47
H 1.4986 -1.0660 -4.1365 0.1 -0.1 -0.1 0.44
H 1.3843 -2.4953 -3.6325 -0.1 -0.1 0.0 0.48
H 2.1441 4.7567 1.9525 0.0 0.0 0.1 0.46
H 1.1205 3.6363 2.0367 -0.1 0.1 0.2 0.46
H 2.2601 -2.2991 1.5107 0.1 0.0 0.0 0.47
H 3.1710 -2.3948 2.7236 0.0 0.1 0.0 0.48
H -1.8982 1.3726 -2.0045 -1.0 0.9 0.5 0.42
H -0.5844 2.1158 -1.8268 -0.3 0.1 -0.1 0.46
H 1.0267 0.4669 -3.1171 1.4 -0.6 -0.5 0.42
H -0.2247 -0.2588 -3.5831 0.1 -0.3 -0.6 0.46
H -0.7792 1.9413 5.3831 0.0 0.1 -0.1 0.46
H 0.0982 1.2241 4.3703 0.0 0.2 0.0 0.46
H -1.1439 -3.0674 -1.7133 0.0 0.0 -0.1 0.46
H -1.0993 -2.0265 -2.8199 0.0 -0.1 0.0 0.47
H -2.1730 -1.1226 1.3024 -0.3 -0.1 -0.1 0.47
H -1.5620 -2.3193 0.5921 0.0 0.1 0.1 0.46
O -0.5222 0.5061 -0.5311 0.6 -1.2 2.7 -0.94
O 4.7478 1.0417 0.2034 -0.2 -0.1 -0.1 -0.93
O -3.9890 -1.0437 -1.6597 0.2 0.0 -0.1 -0.93
O -2.0425 0.6423 3.2760 -0.1 -0.4 -0.3 -0.92
O 1.6111 -1.9816 -4.4159 0.1 0.0 0.0 -0.94
O 1.4062 4.4400 2.4856 0.1 -0.1 -0.3 -0.92
O 2.7058 -1.7566 2.1710 -0.1 -0.1 -0.1 -0.94
O -1.0256 1.4787 -2.3999 -10.0 9.1 2.4 -0.87
O 0.0700 0.4507 -3.0012 9.0 -7.6 -4.7 -0.88
O -0.1627 2.1053 4.6607 0.4 0.0 0.3 -0.92
O -0.8685 -2.9425 -2.6285 0.1 0.1 0.2 -0.93
O -2.4000 -1.9808 0.9270 0.2 -0.1 0.0 -0.93


# 2
12
Properties=species:S:1:pos:R:3:forces:R:3:nbo_charge:R:1 method="wB97M-V/def2-TZVPD" charge=0 relative_energy_kcal_mol=30.1 gap_ev=10.639 e_homo_ev=-9.8 lumo_energy_ev=0.88
C -1.8305 -0.4544 -0.5155 -0.2 -0.2 -0.1 -0.47
N -1.4006 0.6675 0.2759 0.3 0.2 -0.3 -0.44
C -0.1637 0.8486 0.4579 -0.3 0.3 -0.3 0.26
N 0.8654 -0.0510 0.1474 -0.1 0.0 -0.2 -0.66
C 2.2155 0.0415 0.4216 0.0 0.0 -0.1 0.54
O 3.0220 -0.7671 0.0228 -0.4 0.3 0.2 -0.56
H -2.8718 -0.2637 -0.7786 0.1 -0.4 -0.1 0.22
H -1.2358 -0.4834 -1.4425 -0.2 -0.2 0.1 0.18
H -1.7478 -1.4226 -0.0074 -0.1 0.0 0.0 0.19
H 0.0453 1.8779 0.7179 1.0 -0.2 0.7 0.19
H 0.6133 -0.8979 -0.3509 0.0 0.1 0.1 0.41
H 2.4887 0.9047 1.0516 -0.1 0.0 -0.1 0.12


# 3
18
Properties=species:S:1:pos:R:3:forces:R:3:nbo_charge:R:1 method="wB97M-V/def2-TZVPD" charge=0 relative_energy_kcal_mol=24.4 gap_ev=10.245 e_homo_ev=-9.2 lumo_energy_ev=1.08 smiles="C=C(CC)CC"
C -0.2364 -1.0630 -1.0509 -0.7 0.2 -0.4 -0.43
C 0.1031 -0.0286 -0.2865 1.5 -1.6 0.3 0.04
C 1.2348 -0.2373 0.7549 -0.9 0.6 0.0 -0.43
C 1.2661 -1.5855 1.4502 0.4 -0.4 0.1 -0.60
C -0.3448 1.3609 -0.5469 -0.2 0.4 0.2 -0.45
C -1.8539 1.5311 -0.7503 -0.1 -0.1 0.0 -0.60
H 0.1612 -2.0598 -0.9530 0.2 0.0 0.3 0.19
H -0.9520 -0.9785 -1.8663 0.0 0.2 0.1 0.19
H 1.1126 0.5077 1.5488 0.0 0.1 -0.2 0.20
H 2.1878 -0.0030 0.2770 0.1 -0.1 -0.1 0.21
H 1.1930 -2.4338 0.7751 -0.2 0.0 -0.1 0.20
H 0.4771 -1.6654 2.1967 -0.1 0.0 -0.1 0.21
H 2.2115 -1.7494 1.9749 0.0 0.3 0.0 0.21
H 0.2053 1.7019 -1.4291 -0.1 0.2 0.0 0.22
H -0.0201 1.9937 0.2831 0.0 0.0 0.0 0.20
H -2.1531 1.3620 -1.7835 0.0 0.2 -0.1 0.21
H -2.1550 2.5282 -0.4302 -0.1 0.0 -0.3 0.21
H -2.4373 0.8187 -0.1639 0.2 0.0 0.2 0.21


# 4
14
Properties=species:S:1:pos:R:3:forces:R:3:nbo_charge:R:1 method="wB97M-V/def2-TZVPD" charge=0 relative_energy_kcal_mol=18.1 gap_ev=9.700 e_homo_ev=-9.3 lumo_energy_ev=0.38 smiles=Ic1ccccn1.O
I -0.9275 -2.0711 2.0454 -0.2 0.5 0.2 0.10
C -0.6686 -0.4588 0.6551 -1.6 -1.6 2.0 0.16
C -0.9153 0.8384 1.0375 0.8 0.2 -0.8 -0.31
C -0.6889 1.7574 0.0465 0.5 2.4 -0.6 -0.13
C -0.2826 1.3713 -1.2126 0.4 -2.1 0.2 -0.26
C -0.0874 -0.0064 -1.4439 0.3 0.7 0.2 0.07
N -0.3569 -0.9211 -0.5152 0.0 0.9 -0.4 -0.51
H -1.0239 1.1832 2.0240 -0.5 -0.1 1.2 0.24
H -0.6135 2.8831 0.1962 -0.6 -1.6 0.3 0.23
H 0.0741 2.1313 -1.8467 0.2 0.5 -1.1 0.23
H 0.4796 -0.5006 -2.2114 -0.2 0.7 -1.1 0.22
O 1.9152 -1.9557 0.2716 3.8 0.1 -0.1 -0.99
H 1.0826 -1.7029 -0.0554 -2.0 -0.5 0.0 0.48
H 2.0131 -2.5481 1.0088 -0.9 -0.1 0.1 0.48


# 5
15
Properties=species:S:1:pos:R:3:forces:R:3:nbo_charge:R:1 method="wB97M-V/def2-TZVPD" charge=0 relative_energy_kcal_mol=96.4 gap_ev=8.503 e_homo_ev=-7.8 lumo_energy_ev=0.70 smiles=O[C@H]1C[C@@]2(O)C[C@@H]12
O -0.4562 -0.3190 -2.1029 -0.3 -0.1 0.0 -0.72
C -0.1889 -0.9522 -0.8634 0.3 -0.2 0.3 0.06
C 1.1173 -0.3782 -0.2871 0.2 0.1 -0.2 -0.46
C 0.4159 0.3601 0.8230 0.4 1.0 -0.7 0.34
O 1.0269 0.6514 2.0159 -0.3 -0.2 -0.1 -0.67
C -0.8111 1.0044 0.3879 0.2 0.5 0.1 -0.50
C -1.0821 -0.4961 0.3309 0.9 -0.2 0.8 -0.34
H -1.2896 -0.6575 -2.4550 0.1 0.1 0.1 0.47
H -0.1936 -2.0410 -0.9932 0.1 0.2 0.1 0.17
H 1.7823 -1.1713 0.0647 -0.1 0.2 0.1 0.23
H 1.6574 0.3018 -0.9455 0.3 -0.1 -0.2 0.22
H 0.7788 1.5627 2.2322 0.1 -0.4 0.2 0.49
H -1.3927 1.5278 1.1423 0.2 0.1 0.0 0.23
H -0.7150 1.5266 -0.5571 -0.5 -0.2 -0.1 0.25
H -0.5009 -0.8620 1.2740 -1.6 -0.7 -0.4 0.23


# 6
11
Properties=species:S:1:pos:R:3:forces:R:3:nbo_charge:R:1 method="wB97M-V/def2-TZVPD" charge=-1 relative_energy_kcal_mol=71.6 gap_ev=7.042 e_homo_ev=-4.2 lumo_energy_ev=2.87
C 1.9284 -0.1798 -0.4422 -0.1 0.8 -0.7 -0.68
C 0.4587 0.4493 -0.0384 -2.7 -3.7 0.3 -0.09
Br 0.4425 2.4669 0.2664 0.0 -2.5 -0.4 0.03
C -0.8055 -0.3782 0.1152 3.0 3.6 -0.2 -0.14
Br -0.7582 -2.4036 -0.1321 0.1 2.4 0.3 0.01
C -2.2717 0.2357 0.5186 -6.8 -0.1 2.4 0.67
O -2.7596 1.4325 0.1878 3.9 -5.3 0.9 -0.69
O -3.1700 -0.6794 1.2984 5.5 3.9 -4.0 -0.80
H 2.7927 0.1753 0.2783 -2.0 -0.6 -1.3 0.22
H 1.9558 -1.3469 -0.5180 -0.5 2.3 0.4 0.24
H 2.1868 0.2282 -1.5340 -0.5 -0.8 2.4 0.22